Entry 1:
This record from OMol25 describes C4H5NO2 as an isolated structure at a distorted geometry. The level of theory is ωB97M-V/def2-TZVPD.

Properties
**F_max**: 3.44 eV Å⁻¹
**Multiplicity**: 1
**Orbital gap**: 9.47 eV
**Energy above the lowest of the compared OMol25 structures with the same formula, charge and spin**: 60.0 kcal/mol
**Net charge**: 0
**HOMO energy**: -9.7592 eV
**Molecular weight**: 99.09 g/mol

Last column: Mulliken charge in e.
Positions of all 12 atoms, in Å:
C 0.452 -0.342 -0.285  -0.674
C 0.980 -0.027 1.108  -0.989
C -1.415 -0.568 -0.203  0.547
N -1.931 0.405 -0.957  -0.497
C -0.879 1.082 -1.269  0.722
O -1.823 -1.410 0.504  -0.428
O -0.405 2.030 -1.749  -0.328
H 0.543 -1.404 -0.526  0.346
H 1.116 0.102 -1.030  0.402
H 0.457 -0.598 1.876  0.304
H 2.032 -0.305 1.197  0.315
H 0.873 1.034 1.334  0.279



Entry 2:
This record from OMol25 describes the molecule C4H5NO2S at a distorted geometry. The level of theory is ωB97M-V/def2-TZVPD.

Properties
**F_max**: 5.74 eV Å⁻¹
**Structure (SMILES)**: N/C=C(\C=O)OC=S
**Multiplicity**: 1
**Orbital gap**: 8.44 eV
**Energy above the lowest of the compared OMol25 structures with the same formula, charge and spin**: 101.0 kcal/mol
**Net charge**: 0
**HOMO energy**: -9.0494 eV
**Molecular weight**: 131.16 g/mol

Last column: Mulliken charge in e.
Positions of all 13 atoms, in Å:
C 0.572 1.085 0.363  -0.153
C -0.113 -0.186 0.280  -0.024
C -2.201 -0.334 -0.376  -0.123
C 0.664 -1.367 0.120  0.250
H 2.220 0.394 -0.465  0.383
H 2.378 2.122 0.188  0.309
H -0.092 1.888 0.884  0.316
H -1.716 -0.607 -1.285  0.390
H 0.032 -2.328 0.286  0.273
N 1.730 1.408 -0.372  -0.523
O -1.472 -0.559 0.772  -0.267
O 1.847 -1.563 -0.257  -0.614
S -3.851 0.047 -0.137  -0.216



Entry 3:
This record from OMol25 describes the molecule C4H5NO2S at a distorted geometry. The level of theory is ωB97M-V/def2-TZVPD.

Properties
**F_max**: 3.53 eV Å⁻¹
**Structure (SMILES)**: CC(=S)/C=C(/O)N=O
**Multiplicity**: 1
**Orbital gap (alpha / beta)**: 6.87 / 6.46 eV
**Energy above the lowest of the compared OMol25 structures with the same formula, charge and spin**: 116.5 kcal/mol
**Net charge**: 0
**HOMO energy (alpha / beta)**: -8.9355 / -8.8107 eV
**Molecular weight**: 131.16 g/mol

Last column: Mulliken charge in e.
Positions of all 13 atoms, in Å:
C 0.158 -0.852 0.639  -0.558
C -1.107 -0.730 -0.042  0.413
C 1.139 0.151 0.699  0.392
C -1.334 0.026 -1.250  -0.874
N 0.793 1.356 0.095  0.101
O 2.302 0.045 1.272  -0.459
O 1.766 2.135 0.216  -0.527
S -2.374 -1.566 0.645  -0.238
H 0.128 -1.725 1.311  0.382
H -2.390 0.470 -1.413  0.285
H -1.192 -0.970 -1.882  0.259
H -0.529 0.654 -1.527  0.390
H 2.639 1.006 1.236  0.433



Entry 4:
This record from OMol25 describes the molecule C4H5NO2S at a distorted geometry. The level of theory is ωB97M-V/def2-TZVPD.

Properties
**F_max**: 7.55 eV Å⁻¹
**Structure (SMILES)**: C/C(=N/O)C(=S)C=O
**Multiplicity**: 1
**Orbital gap**: 7.82 eV
**Energy above the lowest of the compared OMol25 structures with the same formula, charge and spin**: 123.2 kcal/mol
**Net charge**: 0
**HOMO energy**: -9.7501 eV
**Molecular weight**: 131.16 g/mol

Last column: Mulliken charge in e.
Positions of all 13 atoms, in Å:
C -0.064 2.441 0.793  -0.869
C 0.434 1.029 0.148  0.568
C -0.549 -0.145 0.055  0.290
C -0.080 -1.548 0.314  -0.058
H 0.715 3.217 0.435  0.265
H -1.032 2.670 0.286  0.329
H -0.092 2.257 1.965  0.265
H 2.798 -0.315 -1.226  0.335
H -0.772 -2.290 -0.305  0.264
N 1.622 0.932 -0.420  -0.398
O 1.926 -0.339 -0.906  -0.320
O 0.835 -2.153 1.058  -0.499
S -2.095 -0.174 -0.456  -0.171



Entry 5:
This record from OMol25 describes a 2-piece molecular cluster, C4H5NO2S overall at a distorted geometry. The level of theory is ωB97M-V/def2-TZVPD.

Properties
**F_max**: 4.80 eV Å⁻¹
**Multiplicity**: 1
**Orbital gap (alpha / beta)**: 6.76 / 6.76 eV
**Energy above the lowest of the compared OMol25 structures with the same formula, charge and spin**: 195.7 kcal/mol
**Net charge**: 0
**HOMO energy (alpha / beta)**: -7.8314 / -7.8316 eV
**Molecular weight**: 131.16 g/mol

Last column: Mulliken charge in e.
Positions of all 13 atoms, in Å:
C -0.366 -0.421 2.160  -0.602
C -0.921 0.689 1.792  0.696
C 0.047 0.437 -1.163  0.136
C 0.254 -0.454 -1.972  0.079
N 0.439 -1.768 -2.063  -0.415
O -1.618 1.813 1.664  -0.400
O -0.301 1.589 -0.614  -0.588
S 0.999 -1.381 1.751  -0.323
H -0.926 -1.068 2.790  0.274
H 0.282 -2.272 -1.277  0.196
H 1.174 -2.094 -2.552  0.208
H -1.881 1.801 0.772  0.398
H 0.447 2.062 -0.284  0.342



Entry 6:
This record from OMol25 describes the molecule C4H5NO2S at a distorted geometry. The level of theory is ωB97M-V/def2-TZVPD.

Properties
**F_max**: 4.40 eV Å⁻¹
**Structure (SMILES)**: COC#CC(=O)NS
**Multiplicity**: 1
**Orbital gap**: 9.07 eV
**Energy above the lowest of the compared OMol25 structures with the same formula, charge and spin**: 118.1 kcal/mol
**Net charge**: 0
**HOMO energy**: -8.5363 eV
**Molecular weight**: 131.16 g/mol

Last column: Mulliken charge in e.
Positions of all 13 atoms, in Å:
C 0.309 -0.058 -0.073  -0.129
C -0.871 -0.009 0.116  0.369
C 1.710 -0.003 0.071  0.600
C -2.957 1.064 0.436  -0.588
N 2.765 -0.834 -0.237  -0.386
O 2.148 1.098 0.449  -0.592
O -2.150 -0.105 0.152  -0.405
S 3.096 -2.300 -1.184  -0.066
H 1.831 -2.335 -1.320  0.109
H -3.892 0.766 0.946  0.224
H -3.239 1.455 -0.559  0.264
H -2.424 1.762 1.084  0.315
H 3.674 -0.501 0.119  0.285



Entry 7:
This record from OMol25 describes the molecule C4H5NO3 at a distorted geometry. The level of theory is ωB97M-V/def2-TZVPD.

Properties
**F_max**: 1.35 eV Å⁻¹
**Structure (SMILES)**: C=CC(O)(O)N=C=O
**Multiplicity**: 1
**Orbital gap**: 10.85 eV
**Energy above the lowest of the compared OMol25 structures with the same formula, charge and spin**: 26.5 kcal/mol
**Net charge**: 0
**HOMO energy**: -10.3018 eV
**Molecular weight**: 115.09 g/mol

Last column: Mulliken charge in e.
Positions of all 13 atoms, in Å:
C -0.083 0.094 -0.401  0.828
C 0.230 -0.967 0.628  -0.339
C -0.662 -1.482 1.447  -0.719
O -0.012 -0.407 -1.707  -0.542
O -1.341 0.611 -0.221  -0.554
N 0.938 1.114 -0.252  -0.266
C 1.126 2.283 -0.383  0.505
O 1.483 3.379 -0.454  -0.439
H 0.776 -0.949 -1.817  0.335
H -1.636 0.992 -1.058  0.334
H 1.263 -1.291 0.610  0.330
H -0.401 -2.244 2.159  0.272
H -1.680 -1.135 1.447  0.255



Entry 8:
This record from OMol25 describes C4H5NO3 as an isolated structure at a distorted geometry. The level of theory is ωB97M-V/def2-TZVPD.

Properties
**F_max**: 8.44 eV Å⁻¹
**Multiplicity**: 1
**Orbital gap**: 6.17 eV
**Energy above the lowest of the compared OMol25 structures with the same formula, charge and spin**: 197.1 kcal/mol
**Net charge**: 0
**HOMO energy**: -8.3746 eV
**Molecular weight**: 115.09 g/mol

Last column: Mulliken charge in e.
Positions of all 13 atoms, in Å:
C 1.836 1.519 0.374  -0.544
C 0.388 -0.426 -0.269  0.862
C -0.273 -1.705 -0.402  -0.741
C -1.878 -0.023 -0.547  0.598
H 1.000 1.821 1.113  0.297
H 2.947 1.452 1.177  0.232
H 1.957 2.234 -0.741  0.245
H 0.013 -2.706 -0.285  0.443
H -2.533 -2.132 0.841  0.271
N -1.697 -1.295 -0.591  -0.501
O 1.634 0.154 -0.164  -0.358
O -2.855 0.479 -0.072  -0.493
O -0.538 0.626 -0.434  -0.311